This record from the Open Molecules 2025 dataset describes a cluster of 2 separate species, C3H10NOP in total. The level of theory is ωB97M-V with the def2-TZVPD basis set.

Last columns: bonded neighbours and bond lengths (Å).
Element x y z (Å)
1 C -1.50248 1.41290 0.04023  C3 1.504, H7 1.078, H8 1.023, H9 1.113
2 C -1.89496 -1.15677 -0.02734  C3 1.539, H10 1.116, H11 1.169, H12 1.068
3 C -1.06150 0.03927 0.46452  C1 1.504, C2 1.539, N4 1.262
4 N 0.09897 -0.13440 0.92868  C3 1.262, H14 1.027
5 O 4.28191 0.90407 0.06440  P6 1.676, H13 1.021
6 P 3.53988 -0.59802 0.00819  O5 1.676, H15 1.411, H16 1.332
7 H -0.53319 1.88331 0.00215  C1 1.078
8 H -1.85126 1.16272 -0.88839  C1 1.023
9 H -2.31256 1.75023 0.72490  C1 1.113
10 H -1.54409 -2.19407 0.18854  C2 1.116
11 H -1.86610 -1.22685 -1.19369  C2 1.169
12 H -2.89279 -1.07757 0.34376  C2 1.068
13 H 4.62891 1.03460 1.01571  O5 1.021
14 H 0.25825 -1.11820 1.17731  N4 1.027
15 H 4.39920 -1.13126 -0.97538  P6 1.411
16 H 2.86232 -0.24038 -1.08095  P6 1.332

Values from the calculation:
charge	0
spin multiplicity	3
molar mass	107.09	g/mol
calculated total energy	-16093.1281	eV
strongest force on any atom	0.129	Eh/bohr
HOMO energy (alpha / beta)	-4.89 / -9.78	eV
HOMO-LUMO gap (alpha / beta)	5.7 / 7.4	eV


This record from the Open Molecules 2025 dataset describes an isolated molecule of C3H10NOP3. The level of theory is ωB97M-V with the def2-TZVPD basis set.

Last columns: bonded neighbours and bond lengths (Å).
Element x y z (Å)
1 C -1.01128 -0.29523 0.40764  C3 1.538, N4 1.315, O5 1.396
2 C 1.37296 0.32008 0.58229  C3 1.554, H9 1.002, H10 1.128, H11 1.085
3 C 0.40751 -0.78829 0.07810  C1 1.538, C2 1.554, H12 1.169, H13 1.111
4 N -1.45691 -0.28511 1.64482  C1 1.315, P6 1.651
5 O -1.64865 0.27888 -0.69321  C1 1.396, P8 1.832
6 P -0.77012 -0.61928 3.10855  N4 1.651, H14 1.486, H15 1.551
7 P 0.40446 1.73031 -2.51113  P8 2.192, H16 1.396, H17 1.311
8 P -1.15864 0.19430 -2.45668  O5 1.832, P7 2.192, H18 1.431
9 H 1.22547 0.33644 1.57294  C2 1.002
10 H 2.36992 0.01119 0.15336  C2 1.128
11 H 1.17576 1.21018 -0.00545  C2 1.085
12 H 0.76529 -1.65306 0.77815  C3 1.169
13 H 0.55514 -0.94111 -1.01252  C3 1.111
14 H -2.03991 -0.95504 3.80377  P6 1.486
15 H -0.23057 -2.04486 2.81985  P6 1.551
16 H 1.02548 1.45423 -3.73021  P7 1.396
17 H 1.26901 0.94849 -1.91155  P7 1.311
18 H -2.25492 1.09788 -2.62870  P8 1.431

Values from the calculation:
structure (SMILES)	CC/C(=N\P)O[PH]#[PH2]
charge	0
spin multiplicity	1
molar mass	169.04	g/mol
calculated total energy	-34674.0414	eV
strongest force on any atom	0.115	Eh/bohr
HOMO energy	-8.45	eV
HOMO-LUMO gap	8.5	eV


This record from the Open Molecules 2025 dataset describes a cluster of 2 separate species, C3H10NOS in total. The level of theory is ωB97M-V with the def2-TZVPD basis set.

Last columns: bonded neighbours and bond lengths (Å).
Element x y z (Å)
1 C 0.46270 0.85295 1.17783  C2 1.528, H6 1.091, H7 1.097, H8 1.091
2 C 1.10352 0.33015 -0.10652  C1 1.528, C3 1.556, N5 1.453, H9 1.100
3 C 0.02398 0.02087 -1.18420  C2 1.556, S4 1.850, H10 1.095, H11 1.093
4 S -0.68864 -1.68541 -1.11725  C3 1.850
5 N 2.06240 -0.73994 0.11162  C2 1.453, H12 1.016, H13 1.023
6 H -0.28255 1.61032 0.93140  C1 1.091
7 H -0.11668 0.05731 1.66253  C1 1.097
8 H 1.18549 1.27718 1.87699  C1 1.091
9 H 1.63987 1.21079 -0.49110  C2 1.100
10 H 0.50973 0.19048 -2.15116  C3 1.095
11 H -0.74629 0.79137 -1.09198  C3 1.093
12 H 2.50537 -0.90614 -0.78790  N5 1.016
13 H 1.49443 -1.57966 0.24548  N5 1.023
14 H -3.60597 -0.92693 0.59307  O16 0.964
15 H -2.35405 -0.41274 -0.01707  O16 0.970
16 O -3.19331 -0.09060 0.34828  H14 0.964, H15 0.970

Values from the calculation:
charge	-1
spin multiplicity	1
molar mass	108.19	g/mol
calculated total energy	-17647.3847	eV
strongest force on any atom	0.023	Eh/bohr
HOMO energy	-2.96	eV
HOMO-LUMO gap	7.0	eV


This record from the Open Molecules 2025 dataset describes a cluster of 2 separate species, C3H10NOS in total. The level of theory is ωB97M-V with the def2-TZVPD basis set.

Last columns: bonded neighbours and bond lengths (Å).
Element x y z (Å)
1 C -1.18586 -1.27608 1.69218  S2 1.897, H4 1.115, H5 1.169, H6 1.099
2 S -2.76634 -0.78223 0.76684  C1 1.897, C3 1.871
3 C -2.19807 -0.39918 -0.97384  S2 1.871, H7 1.156, H8 1.116, H9 1.119
4 H -0.68915 -0.27853 1.71829  C1 1.115
5 H -0.62660 -1.67646 0.74661  C1 1.169
6 H -1.12471 -1.95041 2.55806  C1 1.099
7 H -1.59051 0.58373 -1.01796  C3 1.156
8 H -1.45155 -1.18874 -1.23014  C3 1.116
9 H -3.04844 -0.20754 -1.67621  C3 1.119
10 N 2.65152 0.80634 -1.02874  C11 1.500, H13 1.046, H14 1.032
11 C 1.72932 0.89860 0.15019  N10 1.500, O12 1.375, H15 1.125, H16 1.146
12 O 0.50496 0.41749 -0.25078  C11 1.375
13 H 2.11367 1.28202 -1.78990  N10 1.046
14 H 3.48641 1.40819 -0.94824  N10 1.032
15 H 2.26537 0.34793 0.97174  C11 1.125
16 H 1.93000 2.01486 0.31188  C11 1.146

Values from the calculation:
charge	-1
spin multiplicity	1
molar mass	108.19	g/mol
calculated total energy	-17644.3567	eV
strongest force on any atom	0.090	Eh/bohr
HOMO energy	-2.95	eV
HOMO-LUMO gap	6.5	eV


This record from the Open Molecules 2025 dataset describes a cluster of 2 separate species, C3H10NOS in total. The level of theory is ωB97M-V with the def2-TZVPD basis set.

Last columns: bonded neighbours and bond lengths (Å).
Element x y z (Å)
1 C -2.97457 -0.32694 -1.79870  N2 1.449, H6 1.063, H7 1.074, H8 1.106
2 N -1.62699 -0.82017 -1.60116  C1 1.449, C3 1.438, H9 1.003
3 C -0.55182 0.08995 -1.31196  N2 1.438, C4 1.531, H10 1.087, H11 1.108
4 C 0.37262 -0.31116 -0.15985  C3 1.531, S5 1.810, H12 1.100, H13 1.092
5 S 1.42599 1.02921 0.44976  C4 1.810
6 H -2.88645 0.64635 -2.21787  C1 1.063
7 H -3.53010 -1.03316 -2.38704  C1 1.074
8 H -3.53257 -0.26812 -0.84507  C1 1.106
9 H -1.48163 -1.80231 -1.45829  N2 1.003
10 H -0.95588 1.05594 -1.02077  C3 1.087
11 H 0.07504 0.33795 -2.19138  C3 1.108
12 H -0.32070 -0.61296 0.63889  C4 1.100
13 H 0.92612 -1.19939 -0.47209  C4 1.092
14 H 2.13107 -1.36027 3.29784  O16 0.963
15 H 1.67822 -0.25446 2.37817  O16 0.989
16 O 1.89618 -0.42717 3.32760  H14 0.963, H15 0.989

Values from the calculation:
charge	-1
spin multiplicity	1
molar mass	108.19	g/mol
calculated total energy	-17646.4528	eV
strongest force on any atom	0.044	Eh/bohr
HOMO energy	-2.59	eV
HOMO-LUMO gap	6.3	eV


This record from the Open Molecules 2025 dataset describes a cluster of 2 separate species, C3H10NOS in total. The level of theory is ωB97M-V with the def2-TZVPD basis set.

Last columns: bonded neighbours and bond lengths (Å).
Element x y z (Å)
1 C 1.56093 -0.58439 0.22292  N2 1.519, H6 1.209, H7 1.173, H8 1.223
2 N 0.12850 -0.53434 -0.28065  C1 1.519, C3 1.488, H9 0.950
3 C -1.03225 -0.23148 0.59962  N2 1.488, C4 1.539, H10 1.218, H11 1.142
4 C -0.83910 0.92371 1.59724  C3 1.539, S5 1.805, H12 1.087, H13 1.105
5 S -2.33119 1.87099 1.96214  C4 1.805
6 H 1.54878 -1.60567 0.86987  C1 1.209
7 H 1.81122 0.04916 1.17818  C1 1.173
8 H 2.45806 -0.85684 -0.56181  C1 1.223
9 H 0.18759 0.26647 -0.78800  N2 0.950
10 H -1.88112 0.23700 -0.13765  C3 1.218
11 H -1.25933 -1.20769 1.14672  C3 1.142
12 H -0.07511 1.57061 1.17304  C4 1.087
13 H -0.43298 0.53678 2.54959  C4 1.105
14 H -0.67313 0.18546 -3.19781  O16 0.978
15 H 0.76209 -0.24306 -2.83110  O16 0.975
16 O 0.06704 -0.37671 -3.50228  H14 0.978, H15 0.975

Values from the calculation:
charge	-1
spin multiplicity	1
molar mass	108.19	g/mol
calculated total energy	-17644.7226	eV
strongest force on any atom	0.102	Eh/bohr
HOMO energy	-2.48	eV
HOMO-LUMO gap	5.9	eV


This record from the Open Molecules 2025 dataset describes the ion C3H10NOS with charge +1. The level of theory is ωB97M-V with the def2-TZVPD basis set.

Last columns: bonded neighbours and bond lengths (Å).
Element x y z (Å)
1 C -1.71278 0.79905 1.55542  N4 1.475, H7 1.006, H8 1.094, H9 1.151
2 C 1.12727 -1.24180 -0.56115  C3 1.854, O5 1.378, H10 1.079, H11 1.081
3 C 0.43221 0.07922 0.53831  C2 1.854, N4 1.518, S6 1.817, H12 1.064
4 N -1.08323 0.00569 0.48315  C1 1.475, C3 1.518, H13 1.051, H14 0.997
5 O 1.97032 -0.59072 -1.43563  C2 1.378, H15 0.978
6 S 1.21304 1.65684 0.08635  C3 1.817, H16 1.297
7 H -1.51194 1.73768 1.85677  C1 1.006
8 H -2.78720 0.61899 1.45054  C1 1.094
9 H -1.38306 0.35963 2.56653  C1 1.151
10 H 1.63887 -1.87265 0.14846  C2 1.079
11 H 0.21917 -1.61470 -1.01484  C2 1.081
12 H 0.72879 -0.21302 1.51749  C3 1.064
13 H -1.31246 0.46806 -0.43219  N4 1.051
14 H -1.37217 -0.94185 0.59357  N4 0.997
15 H 2.79792 -0.44831 -0.93464  O5 0.978
16 H 1.75284 1.09324 -0.94946  S6 1.297

Values from the calculation:
structure (SMILES)	C[NH2+][C@H](S)CO
charge	+1
spin multiplicity	1
molar mass	108.19	g/mol
calculated total energy	-17637.0984	eV
strongest force on any atom	0.113	Eh/bohr
HOMO energy	-13.88	eV
HOMO-LUMO gap	10.5	eV


This record from the Open Molecules 2025 dataset describes the ion C3H10NOS with charge +1. The level of theory is ωB97M-V with the def2-TZVPD basis set.

Last columns: bonded neighbours and bond lengths (Å).
Element x y z (Å)
1 C 1.18117 -1.88818 -0.53313  N4 1.478, H7 1.088, H8 1.088, H9 1.088
2 C -1.61549 1.94703 -0.10819  S6 1.816, H10 1.085, H11 1.086, H12 1.086
3 C 0.17932 -0.02077 0.80499  N4 1.511, O5 1.368, S6 1.845, H13 1.097
4 N 0.07416 -0.91652 -0.40711  C1 1.478, C3 1.511, H14 1.029, H15 1.030
5 O 1.13118 0.90331 0.47001  C3 1.368, H16 0.966
6 S -1.49221 0.66721 1.17448  C2 1.816, C3 1.845
7 H 2.12974 -1.35451 -0.53684  C1 1.088
8 H 1.16046 -2.58144 0.30523  C1 1.088
9 H 1.08395 -2.44907 -1.46008  C1 1.088
10 H -2.34200 2.66524 0.25859  C2 1.085
11 H -1.96925 1.52012 -1.04187  C2 1.086
12 H -0.65144 2.43188 -0.22679  C2 1.086
13 H 0.43921 -0.64566 1.66892  C3 1.097
14 H -0.83477 -1.39778 -0.38043  N4 1.029
15 H 0.08674 -0.28700 -1.22253  N4 1.030
16 H 1.43923 1.40613 1.23476  O5 0.966

Values from the calculation:
structure (SMILES)	C[NH2+][C@@H](O)SC
charge	+1
spin multiplicity	1
molar mass	108.19	g/mol
calculated total energy	-17639.1609	eV
strongest force on any atom	0.029	Eh/bohr
HOMO energy	-13.53	eV
HOMO-LUMO gap	10.3	eV


Question: Which value of strongest force on any atom does entry 5 give?
Answer: 0.044 Eh/bohr


What did the seventh record say?
This record from the Open Molecules 2025 dataset describes the ion C3H10NOS with charge +1. The level of theory is ωB97M-V with the def2-TZVPD basis set.

Last columns: bonded neighbours and bond lengths (Å).
Element x y z (Å)
1 C -1.71278 0.79905 1.55542  N4 1.475, H7 1.006, H8 1.094, H9 1.151
2 C 1.12727 -1.24180 -0.56115  C3 1.854, O5 1.378, H10 1.079, H11 1.081
3 C 0.43221 0.07922 0.53831  C2 1.854, N4 1.518, S6 1.817, H12 1.064
4 N -1.08323 0.00569 0.48315  C1 1.475, C3 1.518, H13 1.051, H14 0.997
5 O 1.97032 -0.59072 -1.43563  C2 1.378, H15 0.978
6 S 1.21304 1.65684 0.08635  C3 1.817, H16 1.297
7 H -1.51194 1.73768 1.85677  C1 1.006
8 H -2.78720 0.61899 1.45054  C1 1.094
9 H -1.38306 0.35963 2.56653  C1 1.151
10 H 1.63887 -1.87265 0.14846  C2 1.079
11 H 0.21917 -1.61470 -1.01484  C2 1.081
12 H 0.72879 -0.21302 1.51749  C3 1.064
13 H -1.31246 0.46806 -0.43219  N4 1.051
14 H -1.37217 -0.94185 0.59357  N4 0.997
15 H 2.79792 -0.44831 -0.93464  O5 0.978
16 H 1.75284 1.09324 -0.94946  S6 1.297

Values from the calculation:
structure (SMILES)	C[NH2+][C@H](S)CO
charge	+1
spin multiplicity	1
molar mass	108.19	g/mol
calculated total energy	-17637.0984	eV
strongest force on any atom	0.113	Eh/bohr
HOMO energy	-13.88	eV
HOMO-LUMO gap	10.5	eV